1.
{
  "formula": "C4H5O5Pt",
  "method": "ωB97M-V with the def2-TZVPD basis set",
  "elements": ["O", "O", "C", "C", "O", "C", "Pt", "H", "H", "H", "H", "H", "O", "C", "O"],
  "coordinates": [[-1.296, 0.778, -0.297], [-0.354, -1.481, 1.318], [0.782, -1.406, 0.891], [1.176, -0.912, -0.469], [0.130, -0.685, -1.360], [-0.433, 0.599, -1.382], [-2.058, -0.642, 0.792], [1.632, -1.692, 1.540], [1.851, -1.672, -0.896], [1.799, -0.011, -0.304], [-1.014, 0.653, -2.312], [0.346, 1.378, -1.348], [-1.612, 1.074, 1.882], [-0.914, 1.603, 1.007], [-0.036, 2.417, 0.937]],
  "de_lowest_kcal_mol": 0.0,
  "homo_lumo_gap_ev": [6.01, 9.17],
  "spin_multiplicity": 4,
  "s_squared": 3.755
}

2.
{
  "formula": "C3H8NO",
  "method": "ωB97M-V with the def2-TZVPD basis set",
  "elements": ["C", "N", "C", "C", "O", "H", "H", "H", "H", "H", "H", "H", "H"],
  "coordinates": [[1.053, -1.133, -0.115], [0.464, 0.158, -0.693], [-0.174, 1.018, 0.316], [-1.612, 0.397, 0.614], [-2.084, -0.313, -0.221], [0.190, -1.723, 0.179], [1.743, -0.844, 0.668], [1.524, -1.728, -0.890], [-0.315, -0.156, -1.301], [1.228, 0.555, -1.247], [-0.328, 2.004, -0.119], [0.353, 0.978, 1.267], [-2.041, 0.786, 1.543]],
  "de_lowest_kcal_mol": 9.8,
  "homo_lumo_gap_ev": 11.47,
  "total_charge": 1
}

3.
{
  "formula": "C3H10NO2",
  "method": "ωB97M-V with the def2-TZVPD basis set",
  "elements": ["O", "C", "O", "H", "H", "C", "N", "C", "H", "H", "H", "H", "H", "H", "H", "H"],
  "coordinates": [[-1.791, 1.889, -0.531], [-3.006, 1.763, -0.292], [-3.360, 1.200, 0.874], [-3.795, 1.744, -1.047], [-4.227, 1.613, 0.934], [1.530, -0.282, -1.074], [1.327, -0.006, 0.361], [1.572, -1.612, 0.804], [1.455, -1.303, -1.448], [0.565, 0.033, -1.419], [2.300, 0.336, -1.549], [0.429, 0.435, 0.737], [2.151, 0.373, 0.880], [0.836, -2.424, 0.347], [1.290, -1.922, 1.848], [2.725, -1.838, 0.575]],
  "de_lowest_kcal_mol": 75.5,
  "homo_lumo_gap_ev": 10.83,
  "total_charge": 1
}

4.
{
  "formula": "C8H17BrN4OPS",
  "method": "ωB97M-V with the def2-TZVPD basis set",
  "elements": ["C", "N", "C", "S", "P", "O", "Br", "H", "H", "H", "H", "H", "H", "H", "H", "C", "C", "N", "H", "H", "H", "C", "C", "N", "H", "H", "H", "C", "C", "N", "H", "H", "H"],
  "coordinates": [[-0.145, 1.576, 0.718], [0.703, 0.404, 0.818], [0.341, -0.687, 0.007], [-1.001, -1.731, 0.760], [-3.083, -0.918, 0.330], [-2.903, 0.294, -0.704], [-3.675, 0.066, 2.220], [-0.344, 1.875, -0.321], [-1.121, 1.351, 1.162], [0.274, 2.404, 1.278], [1.682, 0.634, 0.717], [1.186, -1.361, -0.075], [-0.002, -0.431, -1.007], [-0.819, -1.466, 2.069], [-2.039, 0.378, -1.128], [1.740, -5.605, -1.182], [0.943, -4.411, -0.940], [0.303, -3.476, -0.748], [2.203, -5.543, -2.165], [2.518, -5.689, -0.425], [1.103, -6.486, -1.140], [1.775, 0.936, -3.846], [2.283, 1.586, -2.642], [2.686, 2.132, -1.716], [2.579, 0.395, -4.341], [0.983, 0.233, -3.593], [1.379, 1.685, -4.529], [-2.020, 3.443, 3.540], [-0.759, 4.051, 3.140], [0.247, 4.505, 2.825], [-1.934, 3.034, 4.545], [-2.818, 4.182, 3.525], [-2.265, 2.638, 2.848]],
  "homo_lumo_gap_ev": 9.06,
  "total_charge": 1
}

5.
{
  "formula": "C8H33BF9N2O17S",
  "method": "ωB97M-V with the def2-TZVPD basis set",
  "elements": ["O", "S", "O", "N", "C", "C", "N", "C", "C", "B", "O", "O", "C", "F", "F", "C", "F", "F", "C", "F", "F", "C", "F", "F", "F", "H", "H", "H", "H", "H", "H", "H", "O", "H", "H", "O", "H", "H", "O", "H", "H", "O", "H", "H", "O", "H", "H", "O", "H", "H", "O", "H", "H", "O", "H", "H", "O", "H", "H", "O", "H", "H", "O", "H", "H", "O", "H", "H", "O", "H", "H"],
  "coordinates": [[-2.127, 0.455, 1.641], [-0.712, 0.638, 1.282], [0.050, -0.013, 2.351], [-0.355, -0.201, -0.154], [0.906, -0.509, -0.783], [0.761, -1.284, -1.988], [-0.664, -1.462, -2.081], [-1.276, -0.833, -1.026], [-2.825, -0.927, -0.900], [-3.112, -2.218, 0.076], [-2.230, -3.338, 0.063], [-4.207, -2.223, 0.971], [-0.448, 2.476, 1.191], [-1.349, 2.936, 0.217], [-0.882, 3.058, 2.363], [0.981, 2.963, 0.727], [0.911, 4.358, 0.654], [1.286, 2.554, -0.569], [2.207, 2.583, 1.654], [2.588, 1.244, 1.547], [3.298, 3.294, 1.146], [2.094, 3.006, 3.176], [3.389, 2.953, 3.686], [1.652, 4.307, 3.389], [1.348, 2.167, 3.959], [1.918, -0.204, -0.429], [1.598, -1.653, -2.622], [-1.078, -2.009, -2.839], [-3.272, -1.201, -1.901], [-3.297, 0.008, -0.474], [-1.894, -3.426, 0.979], [-3.987, -1.595, 1.695], [-0.643, -5.160, -1.974], [-1.425, -4.790, -1.542], [-0.865, -6.090, -2.098], [0.816, 6.081, -2.083], [0.819, 5.896, -1.137], [0.751, 7.044, -2.132], [-0.442, -1.172, -4.573], [-0.267, -0.235, -4.734], [-0.914, -1.461, -5.365], [2.126, 8.675, -1.432], [1.979, 9.558, -1.792], [3.035, 8.701, -1.114], [-4.486, -4.616, 2.603], [-4.281, -3.810, 2.111], [-5.446, -4.696, 2.536], [2.488, 4.480, 6.592], [2.628, 3.904, 5.836], [1.828, 5.111, 6.281], [0.625, -6.307, -4.783], [1.430, -5.810, -4.586], [0.112, -6.253, -3.969], [-6.532, -6.062, 3.821], [-7.113, -6.598, 4.373], [-5.929, -6.701, 3.423], [4.351, 7.070, 6.708], [3.882, 7.835, 6.355], [3.729, 6.339, 6.600], [2.898, -4.268, -5.387], [3.019, -4.830, -6.166], [2.237, -3.623, -5.665], [5.056, -6.283, -6.384], [4.589, -7.050, -6.030], [5.057, -5.651, -5.655], [-0.453, 3.485, -3.084], [-0.111, 4.338, -2.775], [-1.127, 3.255, -2.436], [-1.648, -2.257, 3.880], [-0.853, -1.758, 4.104], [-2.193, -2.198, 4.673]],
  "homo_lumo_gap_ev": 8.07,
  "total_charge": 1
}

6.
{
  "formula": "C6H12N2O",
  "method": "ωB97M-V with the def2-TZVPD basis set",
  "elements": ["C", "C", "C", "N", "C", "C", "O", "N", "C", "H", "H", "H", "H", "H", "H", "H", "H", "H", "H", "H", "H"],
  "coordinates": [[0.865, 2.553, -2.228], [0.669, 1.611, -1.074], [-0.083, 0.498, -1.148], [-0.771, 0.145, -2.325], [-0.336, -0.413, -0.020], [0.303, -0.306, 1.245], [1.161, 0.339, 1.784], [-0.744, -1.119, 2.138], [-0.261, -2.371, 2.740], [1.350, 2.069, -3.087], [-0.085, 2.963, -2.591], [1.496, 3.394, -1.943], [1.153, 1.843, -0.137], [-0.973, -0.838, -2.423], [-0.382, 0.525, -3.175], [-0.511, -1.452, -0.311], [-1.075, -0.471, 2.849], [-1.366, -0.900, 1.052], [-1.037, -2.822, 3.358], [0.001, -3.066, 1.944], [0.626, -2.181, 3.350]],
  "de_lowest_kcal_mol": 76.1,
  "homo_lumo_gap_ev": 7.71
}

7.
{
  "formula": "H16O8",
  "method": "ωB97M-V with the def2-TZVPD basis set",
  "elements": ["O", "H", "H", "O", "H", "H", "O", "H", "H", "O", "H", "H", "O", "H", "H", "O", "H", "H", "O", "H", "H", "O", "H", "H"],
  "coordinates": [[0.144, -0.369, -1.316], [-0.796, -0.356, -1.455], [0.205, -1.197, -0.750], [1.167, 4.341, -0.917], [1.318, 3.557, -1.544], [1.853, 4.938, -1.211], [-1.543, 1.982, 0.709], [-1.773, 1.195, 0.219], [-1.668, 2.744, 0.080], [1.763, 0.061, 2.612], [1.388, -0.768, 2.560], [2.645, 0.122, 2.970], [-4.825, -0.406, 1.035], [-4.124, -0.756, 1.517], [-4.375, -0.091, 0.224], [3.378, -0.464, -0.669], [3.494, 0.158, -1.437], [2.575, -0.126, -0.278], [4.508, -2.929, -0.098], [3.910, -2.267, 0.279], [4.055, -3.318, -0.814], [-4.535, -2.221, -1.033], [-4.427, -1.339, -0.980], [-4.736, -2.450, -1.968]],
  "de_lowest_kcal_mol": 88.9,
  "homo_lumo_gap_ev": 10.49
}

8.
{
  "formula": "C15H11FeI2N4OSSe",
  "method": "ωB97M-V with the def2-TZVPD basis set",
  "elements": ["Fe", "I", "C", "C", "C", "I", "C", "O", "C", "C", "N", "C", "C", "C", "C", "C", "C", "N", "C", "H", "H", "H", "H", "H", "H", "H", "H", "H", "H", "H", "Se", "C", "N", "S", "C", "N"],
  "coordinates": [[-1.277, -0.942, -0.949], [-1.375, 3.482, 5.626], [-1.472, 2.075, 4.055], [-2.622, 1.325, 3.874], [-2.665, 0.417, 2.843], [-4.395, -0.709, 2.448], [-1.578, 0.208, 1.964], [-1.640, -0.660, 1.024], [-0.427, 1.017, 2.171], [0.695, 0.897, 1.180], [0.181, 1.110, -0.181], [1.225, 1.381, -1.163], [1.776, 0.103, -1.738], [3.140, -0.129, -1.848], [3.577, -1.305, -2.437], [2.635, -2.177, -2.956], [1.294, -1.867, -2.799], [0.869, -0.776, -2.171], [-0.389, 1.935, 3.199], [-3.477, 1.464, 4.517], [1.471, 1.637, 1.429], [1.141, -0.103, 1.228], [-0.458, 1.901, -0.146], [0.770, 1.933, -1.991], [2.042, 1.988, -0.742], [3.841, 0.598, -1.470], [4.631, -1.534, -2.485], [2.932, -3.080, -3.465], [0.520, -2.522, -3.174], [0.491, 2.546, 3.340], [1.169, -4.894, -0.479], [-0.104, -3.759, -0.747], [-0.910, -2.928, -0.945], [-5.042, 1.203, -2.745], [-3.768, 0.378, -2.296], [-2.800, -0.212, -1.967]],
  "de_lowest_kcal_mol": 27.9,
  "homo_lumo_gap_ev": [7.85, 5.42],
  "spin_multiplicity": 6,
  "s_squared": 8.774
}

9.
{
  "formula": "C28H43AsN10O2SSi2Sn",
  "method": "ωB97M-V with the def2-TZVPD basis set",
  "elements": ["Sn", "O", "N", "N", "O", "C", "C", "C", "C", "C", "C", "H", "H", "H", "H", "H", "N", "N", "C", "N", "S", "H", "H", "H", "H", "H", "C", "C", "N", "C", "C", "C", "C", "C", "C", "C", "C", "N", "C", "N", "H", "H", "H", "H", "H", "H", "H", "H", "H", "C", "C", "N", "C", "C", "N", "H", "H", "H", "H", "H", "H", "C", "Si", "C", "C", "As", "Si", "C", "C", "C", "H", "H", "H", "H", "H", "H", "H", "H", "H", "H", "H", "H", "H", "H", "H", "H", "H", "H"],
  "coordinates": [[12.564, 12.166, 10.374], [12.705, 12.662, 12.807], [13.599, 12.858, 13.701], [14.587, 13.592, 13.395], [14.860, 13.957, 12.150], [15.464, 13.878, 14.438], [15.103, 13.432, 15.745], [16.100, 13.300, 16.697], [17.401, 13.770, 16.394], [17.750, 14.239, 15.145], [16.770, 14.320, 14.123], [14.036, 13.201, 15.984], [15.877, 12.835, 17.675], [18.134, 13.750, 17.205], [18.773, 14.653, 14.959], [17.015, 14.677, 13.076], [12.646, 14.455, 10.671], [12.927, 15.180, 9.467], [13.442, 14.600, 8.404], [13.633, 15.453, 7.394], [14.064, 13.015, 8.394], [11.864, 14.913, 11.127], [13.512, 14.390, 11.318], [12.942, 16.213, 9.502], [13.346, 16.386, 7.564], [13.855, 15.273, 6.422], [13.935, 5.869, 11.403], [14.735, 6.990, 11.262], [14.800, 7.892, 12.228], [13.797, 7.912, 13.105], [12.921, 6.822, 13.298], [13.070, 5.724, 12.436], [11.871, 6.824, 14.342], [11.583, 7.420, 15.510], [12.445, 8.138, 16.432], [12.181, 8.187, 17.853], [12.963, 8.969, 18.705], [13.992, 9.658, 18.176], [14.100, 9.683, 16.859], [13.427, 8.918, 16.011], [14.147, 5.026, 10.721], [15.376, 7.117, 10.408], [13.754, 8.733, 13.839], [12.503, 4.806, 12.602], [11.086, 6.137, 14.051], [10.573, 7.268, 15.852], [11.438, 7.485, 18.247], [12.791, 8.949, 19.768], [14.823, 10.397, 16.447], [17.485, 10.563, 7.511], [17.218, 10.661, 8.960], [16.294, 9.955, 9.598], [16.351, 10.342, 10.892], [17.352, 11.257, 11.077], [17.861, 11.494, 9.786], [16.567, 10.580, 6.910], [18.087, 9.645, 7.236], [18.108, 11.502, 7.211], [15.748, 9.878, 11.664], [17.650, 11.784, 11.973], [18.716, 11.979, 9.524], [9.347, 12.985, 13.334], [8.966, 11.553, 12.148], [7.192, 11.136, 12.590], [9.918, 9.992, 12.469], [9.720, 12.365, 10.015], [9.226, 10.564, 8.520], [7.707, 9.659, 9.096], [10.683, 9.379, 8.593], [8.930, 11.322, 6.877], [9.601, 12.527, 14.306], [8.504, 13.627, 13.560], [10.133, 13.660, 12.952], [7.151, 11.029, 13.683], [6.955, 10.228, 12.078], [6.442, 11.852, 12.269], [10.980, 10.135, 12.632], [9.854, 9.270, 11.640], [9.408, 9.486, 13.324], [7.105, 9.421, 8.216], [7.082, 10.356, 9.684], [7.824, 8.665, 9.601], [10.854, 9.174, 9.666], [11.545, 10.021, 8.379], [10.679, 8.425, 8.007], [8.245, 12.184, 7.001], [8.531, 10.537, 6.154], [9.798, 11.771, 6.399]],
  "de_lowest_kcal_mol": 0.0,
  "homo_lumo_gap_ev": 6.00
}

10.
{
  "formula": "C17H8F7IrN3O2S",
  "method": "ωB97M-V with the def2-TZVPD basis set",
  "elements": ["Ir", "F", "C", "C", "F", "C", "F", "C", "S", "C", "F", "C", "F", "N", "N", "C", "O", "O", "H", "H", "H", "F", "C", "F", "H", "N", "C", "C", "C", "C", "C", "C", "C", "C", "C", "H", "H", "H", "H"],
  "coordinates": [[1.700, -0.077, 0.802], [-2.413, 0.811, 6.336], [-1.509, 0.285, 5.502], [-1.906, -0.254, 4.292], [-3.202, -0.256, 3.966], [-0.966, -0.805, 3.441], [-1.402, -1.343, 2.307], [0.394, -0.814, 3.747], [1.595, -1.523, 2.672], [0.757, -0.277, 4.978], [2.039, -0.267, 5.358], [-0.170, 0.272, 5.846], [0.219, 0.789, 7.018], [2.901, 1.474, -1.930], [4.189, 1.107, -1.517], [4.549, 0.702, -0.239], [5.703, 0.369, -0.020], [3.600, 0.768, 0.657], [2.271, 0.674, -1.934], [2.528, 2.151, -1.276], [4.821, 0.841, -2.250], [0.899, 2.508, 0.389], [0.726, 1.520, 1.338], [-0.625, 1.384, 1.480], [1.119, 1.916, 2.284], [-4.404, -1.088, -6.960], [-3.709, -1.029, -6.044], [-2.840, -0.955, -4.903], [-1.521, -1.397, -5.002], [-0.680, -1.306, -3.910], [-1.135, -0.772, -2.697], [-2.466, -0.342, -2.610], [-3.309, -0.430, -3.699], [-0.260, -0.637, -1.581], [0.474, -0.531, -0.615], [-1.163, -1.805, -5.938], [0.345, -1.642, -3.983], [-2.818, 0.069, -1.674], [-4.334, -0.091, -3.628]],
  "de_lowest_kcal_mol": 50.2,
  "homo_lumo_gap_ev": [6.50, 6.49],
  "total_charge": -1
}

11.
{
  "formula": "C5H24N2O6",
  "method": "ωB97M-V with the def2-TZVPD basis set",
  "elements": ["C", "C", "N", "C", "C", "C", "N", "H", "H", "H", "H", "H", "H", "H", "H", "H", "H", "H", "H", "O", "H", "H", "O", "H", "H", "O", "H", "H", "O", "H", "H", "O", "H", "H", "O", "H", "H"],
  "coordinates": [[0.289, -0.206, 3.636], [0.588, 0.110, 2.173], [-0.649, 0.513, 1.445], [1.219, -1.139, 1.493], [1.425, -0.935, 0.032], [1.138, -1.895, -0.881], [1.176, -1.647, -2.251], [1.230, -0.442, 4.182], [-0.426, -1.077, 3.809], [-0.204, 0.603, 4.163], [1.314, 0.929, 2.086], [-1.246, -0.251, 1.127], [-1.238, 1.089, 2.008], [2.152, -1.425, 2.048], [0.557, -2.001, 1.699], [1.844, 0.021, -0.260], [0.772, -2.826, -0.607], [1.719, -0.803, -2.590], [1.385, -2.434, -2.834], [-1.631, -0.425, -2.073], [-1.226, 0.361, -1.777], [-0.841, -0.960, -2.268], [-3.411, 1.003, 1.700], [-4.286, 1.398, 1.544], [-3.356, 0.243, 1.145], [1.557, 2.656, -2.344], [0.866, 2.267, -1.822], [1.107, 3.067, -3.135], [2.956, 0.550, -3.214], [3.853, 0.742, -2.991], [2.431, 1.302, -2.859], [-0.539, 1.743, -0.953], [-1.187, 2.369, -0.709], [-0.327, 1.256, -0.101], [-2.957, -1.101, 0.142], [-2.488, -0.835, -0.696], [-3.565, -1.824, -0.066]],
  "de_lowest_kcal_mol": 1.8,
  "homo_lumo_gap_ev": 8.57
}

12.
{
  "formula": "C5H8N2O4",
  "method": "ωB97M-V with the def2-TZVPD basis set",
  "elements": ["C", "C", "C", "C", "C", "N", "N", "O", "O", "O", "O", "H", "H", "H", "H", "H", "H", "H", "H"],
  "coordinates": [[0.291, 0.717, -1.178], [-0.647, 1.285, -0.267], [0.533, -1.454, -0.163], [-2.047, 3.133, 0.334], [1.374, -3.176, 1.039], [0.835, -0.512, -1.017], [-0.702, 0.651, 0.923], [-1.694, 0.715, 1.664], [1.796, -0.731, -2.086], [-1.354, 2.373, -0.645], [1.393, -2.464, -0.186], [0.375, 1.217, -2.211], [-2.565, 2.441, 1.004], [-2.691, 3.824, -0.279], [-1.217, 3.624, 0.816], [2.119, -3.932, 1.060], [0.513, -3.840, 1.187], [1.420, -2.358, 1.840], [2.269, -1.514, -1.833]],
  "de_lowest_kcal_mol": 200.1,
  "homo_lumo_gap_ev": [7.32, 7.32]
}

13.
{
  "formula": "C4H11NO",
  "method": "ωB97M-V with the def2-TZVPD basis set",
  "elements": ["C", "C", "O", "H", "H", "H", "H", "C", "N", "C", "H", "H", "H", "H", "H", "H", "H"],
  "coordinates": [[-5.205, 1.781, 2.297], [-4.675, 1.562, 1.098], [-3.352, 1.872, 0.862], [-6.225, 1.569, 2.603], [-4.820, 2.426, 3.077], [-5.022, 1.117, 0.161], [-2.971, 2.158, 1.688], [3.037, -2.067, -0.192], [2.846, -1.574, -1.541], [3.658, -0.420, -1.986], [2.956, -1.251, 0.558], [2.263, -2.795, 0.006], [4.025, -2.552, -0.159], [1.907, -1.365, -1.843], [3.072, 0.176, -2.709], [4.406, -0.890, -2.649], [4.100, 0.254, -1.272]],
  "de_lowest_kcal_mol": 60.6,
  "homo_lumo_gap_ev": 9.38
}